Record 1
Computed, not measured: one molecule with the formula C2H3NO in a non-equilibrium geometry, with ωB97M-V/def2-TZVPD.

ORCA input file:
```
! wB97M-V def2-TZVPD RIJCOSX def2/J DEFGRID3
* xyz 0 1
O -2.252 -0.247 1.359
N -0.060 0.173 0.620
C -1.208 -0.007 0.928
C 0.726 0.015 -0.532
H 0.829 -1.015 -0.627
H 0.269 0.502 -1.431
H 1.696 0.580 -0.317
*
```

Computed properties:
F_max   3.32 eV Å⁻¹
SMILES string   CN=C=O
E_HOMO   -10.31 eV
Kohn-Sham gap   11.019 eV

Record 2
Computed, not measured: a 2-piece molecular cluster, C2H3NO overall in a non-equilibrium geometry, with ωB97M-V/def2-TZVPD.

ORCA input file:
```
! wB97M-V def2-TZVPD RIJCOSX def2/J DEFGRID3
* xyz 0 1
O -1.174 0.306 -0.649
N 1.227 1.137 0.247
C -0.905 -0.760 -0.137
C 2.164 0.425 0.261
H -1.261 -1.712 -0.560
H 0.262 1.398 0.059
H -0.263 -0.823 0.757
*
```

Computed properties:
F_max   1.37 eV Å⁻¹
E_HOMO   -11.10 eV
Kohn-Sham gap   11.312 eV

How do the records compare in ΔE to the lowest compared entry with this formula, charge and spin? In the order shown, they have 16.6, 189.5 kJ/mol.